Here is a structure of composition C36H60NO6SSn in a non-equilibrium geometry from OMol25. Energies are from ωB97M-V/def2-TZVPD.

Values from the calculation:
strongest force on any atom = 1.202 eV Å⁻¹
energy relative to the best compared isomer or geometry (same formula, charge and spin) = 164.08 kJ/mol
frontier orbital gap = 0.2460 hartree

```
! wB97M-V def2-TZVPD RIJCOSX def2/J DEFGRID3
* xyz 3 1
Sn 1.8018 1.1542 2.1907
C 0.1948 -2.0162 -4.9079
C 0.3889 -0.4856 -4.8554
C 1.4548 -0.0918 -5.8891
C -0.9273 0.2160 -5.2151
C 0.8048 -0.1470 -3.4345
C -0.0882 -0.0584 -2.4293
C 0.3597 0.2445 -1.0961
N -0.2709 0.1124 0.0198
C -1.5763 -0.4232 0.0832
C -2.1173 -1.4389 -0.6963
C -3.4646 -1.7893 -0.5906
C -4.2904 -1.0228 0.2303
C -3.8063 -0.0319 1.0879
C -2.4389 0.1318 1.0403
O -1.7399 0.9629 2.0294
C -4.7255 0.8742 1.9215
C -4.4856 0.7424 3.4398
C -6.2006 0.5441 1.6642
C -4.5059 2.3352 1.4835
C -3.9936 -2.9695 -1.3954
C -3.7678 -2.7040 -2.8932
C -3.2121 -4.2271 -0.9762
C -5.4825 -3.2265 -1.1568
C 1.7563 0.8627 -0.9660
O 1.9727 1.6308 -0.0122
C 2.7337 0.5400 -1.9818
C 2.2302 0.0215 -3.1278
C 4.2271 0.8750 -1.8692
C 5.0560 -0.3140 -2.3870
C 4.5046 2.1018 -2.7562
C 4.6943 1.1923 -0.4395
H -0.0374 -2.3141 -5.9305
H 1.1026 -2.5402 -4.6012
H -0.6273 -2.3293 -4.2613
H 1.0284 -0.1874 -6.8862
H 1.7756 0.9450 -5.7665
H 2.3260 -0.7477 -5.8572
H -1.1875 -0.0087 -6.2483
H -1.7603 -0.1121 -4.5920
H -0.8247 1.2985 -5.1222
H -1.1408 -0.2091 -2.6109
H -1.4636 -1.9996 -1.3484
H -5.3490 -1.2250 0.2325
H -4.3832 -0.3027 3.7388
H -3.6349 1.3271 3.8174
H -5.3534 1.1357 3.9678
H -6.4559 -0.4644 1.9916
H -6.8194 1.2377 2.2320
H -6.4621 0.6598 0.6124
H -3.5105 2.7461 1.7142
H -4.6631 2.4470 0.4108
H -5.2317 2.9731 1.9876
H -2.7060 -2.6154 -3.1349
H -4.1736 -3.5342 -3.4707
H -4.2752 -1.7917 -3.2120
H -2.1497 -4.1489 -1.2147
H -3.3154 -4.4138 0.0945
H -3.6066 -5.0938 -1.5059
H -6.1021 -2.4045 -1.5199
H -5.7757 -4.1198 -1.7062
H -5.6990 -3.4058 -0.1020
H 2.9222 -0.2217 -3.9220
H 4.9662 -0.4438 -3.4652
H 6.1101 -0.1371 -2.1781
H 4.7661 -1.2481 -1.9013
H 4.2467 1.8991 -3.7964
H 3.9312 2.9677 -2.4207
H 5.5646 2.3542 -2.7120
H 4.3763 0.4254 0.2750
H 5.7829 1.2240 -0.4262
H 4.3371 2.1593 -0.0998
C -1.2399 0.2180 3.1830
O -0.4324 1.1787 3.7803
C 0.3084 0.6850 4.9093
C 1.3949 1.6630 5.3511
O 2.4345 1.9242 4.3701
C 3.0711 3.2271 4.5720
C 4.0721 3.6005 3.4610
O 3.6136 3.5890 2.1285
C 2.9480 4.8017 1.7477
H -2.0785 -0.1347 3.7820
H -2.3793 1.6434 2.3555
H -0.6569 -0.6219 2.7980
H -0.4026 0.5438 5.7242
H 0.7807 -0.2682 4.6545
H 0.9452 2.6015 5.6809
H 1.8938 1.1835 6.1950
H 2.2811 3.9704 4.7047
H 3.6675 3.1701 5.4839
H 4.4731 4.5928 3.6842
H 4.8866 2.8748 3.4866
H 3.6142 5.6557 1.8782
H 2.6986 4.7098 0.6918
H 2.0355 4.9667 2.3313
C 3.1691 -3.3532 2.8768
S 3.5819 -2.0540 1.7213
C 3.0417 -2.8666 0.2220
O 2.5025 -0.9780 1.9565
H 3.7789 -4.2237 2.6320
H 2.1103 -3.5966 2.8034
H 3.4287 -3.0158 3.8783
H 3.6633 -3.7482 0.0635
H 3.1865 -2.1697 -0.6014
H 1.9935 -3.1455 0.3171
*
```

Results of the Löwdin charge analysis, in e, for atoms 1 through 99: number 1, Sn, carries 1.742; number 2, C, carries -0.014; number 3, C, carries -0.544; number 4, C, carries -0.039; number 5, C, carries -0.029; number 6, C, carries -0.105; number 7, C, carries 0.040; number 8, C, carries -0.142; number 9, N, carries 0.178; number 10, C, carries -0.157; number 11, C, carries 0.045; number 12, C, carries -0.114; number 13, C, carries 0.077; number 14, C, carries -0.071; number 15, C, carries -0.076; number 16, O, carries 0.055; number 17, C, carries -0.515; number 18, C, carries -0.020; number 19, C, carries -0.039; number 20, C, carries -0.008; number 21, C, carries -0.548; number 22, C, carries -0.025; number 23, C, carries -0.029; number 24, C, carries -0.045; number 25, C, carries -0.218; number 26, O, carries -0.148; number 27, C, carries -0.081; number 28, C, carries 0.108; number 29, C, carries -0.522; number 30, C, carries -0.026; number 31, C, carries -0.013; number 32, C, carries -0.039; number 33, H, carries 0.105; number 34, H, carries 0.094; number 35, H, carries 0.069; number 36, H, carries 0.100; number 37, H, carries 0.100; number 38, H, carries 0.088; number 39, H, carries 0.101; number 40, H, carries 0.073; number 41, H, carries 0.103; number 42, H, carries 0.114; number 43, H, carries 0.121; number 44, H, carries 0.103; number 45, H, carries 0.105; number 46, H, carries 0.079; number 47, H, carries 0.106; number 48, H, carries 0.105; number 49, H, carries 0.103; number 50, H, carries 0.104; number 51, H, carries 0.084; number 52, H, carries 0.112; number 53, H, carries 0.110; number 54, H, carries 0.059; number 55, H, carries 0.102; number 56, H, carries 0.099; number 57, H, carries 0.078; number 58, H, carries 0.096; number 59, H, carries 0.100; number 60, H, carries 0.098; number 61, H, carries 0.100; number 62, H, carries 0.096; number 63, H, carries 0.117; number 64, H, carries 0.090; number 65, H, carries 0.101; number 66, H, carries 0.076; number 67, H, carries 0.092; number 68, H, carries 0.096; number 69, H, carries 0.104; number 70, H, carries 0.056; number 71, H, carries 0.103; number 72, H, carries 0.070; number 73, C, carries -0.140; number 74, O, carries -0.192; number 75, C, carries -0.155; number 76, C, carries -0.138; number 77, O, carries -0.338; number 78, C, carries -0.123; number 79, C, carries -0.184; number 80, O, carries -0.257; number 81, C, carries -0.054; number 82, H, carries 0.150; number 83, H, carries 0.150; number 84, H, carries 0.152; number 85, H, carries 0.158; number 86, H, carries 0.131; number 87, H, carries 0.145; number 88, H, carries 0.154; number 89, H, carries 0.134; number 90, H, carries 0.148; number 91, H, carries 0.146; number 92, H, carries 0.142; number 93, H, carries 0.107; number 94, H, carries 0.097; number 95, H, carries 0.096; number 96, C, carries -0.220; number 97, S, carries 0.947; number 98, C, carries -0.212; number 99, O, carries -0.746